1.
Computed, not measured: C38H47Cl5KNOP3 as an isolated structure, with ωB97M-V with the def2-TZVPD basis set.

Geometry as XYZ:
```
96
Properties=species:S:1:pos:R:3:forces:R:3
C -3.577562 3.738438 -4.250496 -0.02 0.00 0.03
C 1.558603 5.246279 0.145468 -0.04 -0.01 0.00
P 0.035425 0.976894 -3.427363 0.00 0.08 -0.08
C -2.307913 4.293540 -4.224961 0.02 0.01 0.06
C -0.338008 -0.311110 3.405233 0.01 0.04 -0.02
H 1.428522 2.769495 -2.576124 0.03 0.00 -0.03
H -3.767106 2.919867 3.934492 -0.02 0.01 0.02
Cl -2.829193 4.532921 -0.540587 -0.01 -0.01 -0.08
C 0.710315 -1.128069 2.900073 0.01 -0.02 0.07
K 0.026037 0.312070 -0.167658 0.15 -0.81 -0.01
C 1.384819 -4.091785 -3.346131 -0.05 0.04 0.00
H 3.534545 -1.634326 -2.730471 0.00 0.00 0.01
H -1.623180 3.748963 2.717703 -0.03 0.01 -0.01
H 1.009260 -1.993966 -3.433494 -0.01 -0.01 0.02
C 1.618808 -3.312462 0.117880 0.00 0.00 -0.02
C -1.349760 2.135641 -3.719484 -0.03 -0.01 -0.11
H -4.730622 1.945313 -3.994682 -0.01 0.00 0.00
C 4.186364 -0.881615 -0.823388 -0.01 -0.03 -0.04
H 0.821950 -4.268868 -4.268062 0.00 -0.01 -0.01
C 3.565275 -1.984632 -1.689640 -0.05 0.04 0.07
C -0.587415 -2.907233 -2.346506 0.06 0.00 -0.01
H 2.385413 1.473375 -3.291252 0.02 0.02 0.00
H -0.737881 -3.636142 -1.546779 -0.01 0.00 0.01
C 0.976082 -3.917859 2.375866 0.03 0.01 0.04
C 1.494426 2.089275 -3.426225 -0.06 -0.02 0.07
H -3.298596 -0.529789 4.985622 0.02 -0.02 0.02
H 0.564219 -3.644514 3.339419 0.01 0.00 0.01
C -3.096240 -1.439194 4.421828 -0.03 0.00 -0.01
C -0.249809 0.203934 4.702291 0.03 -0.01 -0.02
C 0.836881 -0.033588 5.522753 -0.01 0.00 0.01
H -0.511174 2.544309 2.071922 0.00 0.02 0.03
H 2.645205 -1.930403 3.377422 0.01 -0.01 0.00
C -3.740667 2.383522 -3.997427 0.04 -0.02 0.03
H 5.457942 -2.984040 -1.931786 0.01 -0.01 0.01
C -1.200504 3.497849 -3.963982 -0.03 -0.03 -0.01
C 1.110814 -2.890630 1.391309 -0.07 -0.06 0.00
C 1.882999 -0.811917 5.027292 -0.01 0.02 -0.05
Cl -1.733802 7.463108 -0.266867 -0.01 0.01 -0.01
H -2.177370 5.355295 -4.391545 0.00 0.01 -0.01
H 4.492772 -3.598410 -0.585683 -0.01 -0.02 0.01
H 3.671542 0.070377 -0.957661 0.00 0.02 0.01
H -3.995070 -0.791371 2.574985 0.00 0.00 -0.01
H -1.167951 -3.227931 -3.215616 -0.01 0.00 -0.01
Cl 1.316494 7.954683 0.222334 0.00 -0.01 -0.01
C -3.034507 -1.195258 2.917990 0.07 0.01 -0.10
O -0.718004 2.510748 -0.517950 -0.24 0.75 -0.12
C 1.070484 3.961794 -0.020749 -0.02 0.10 -0.02
C 1.836655 -5.618162 0.902361 0.00 -0.01 0.00
H 0.248889 1.095198 -5.885327 0.01 0.01 0.00
C -2.767589 -2.514812 2.183767 -0.04 0.07 0.01
H -4.439638 4.364786 -4.440891 -0.01 0.00 -0.01
C 1.821114 -1.338452 3.757224 -0.01 -0.01 0.01
H -2.895182 1.741592 4.907994 -0.02 0.00 -0.01
H -2.151567 -1.851564 4.778846 0.01 0.00 0.00
H 1.184864 -5.959110 2.927202 0.00 0.00 0.01
N 0.693027 -1.623995 1.619231 0.08 -0.07 0.07
H 2.440609 -4.046026 -3.609869 0.04 -0.02 0.00
H 2.118830 -6.645431 0.712150 0.00 -0.01 0.00
H 4.084948 -4.044332 -2.241410 -0.02 -0.05 -0.01
H 5.243955 -0.742265 -1.062595 0.01 0.00 0.00
H -4.225501 1.217229 3.868559 -0.01 0.01 0.02
H -2.961297 1.977434 1.859980 -0.02 -0.02 0.02
C 0.707109 6.345164 0.042241 0.01 -0.01 0.00
C 1.323800 -5.225067 2.140666 -0.01 0.04 -0.04
P 1.758558 -2.068043 -1.203432 0.11 -0.19 -0.15
H 2.363727 -4.954917 -1.038208 0.05 0.02 0.00
H 2.760177 -0.994314 5.638140 0.00 -0.01 0.00
H -0.218568 3.951928 -3.946891 0.01 0.01 0.02
H 1.594018 2.661374 -4.350942 -0.01 0.00 0.00
C 0.199825 0.298954 -5.140613 0.01 -0.01 0.08
H 4.113237 -1.151373 0.233639 0.01 0.01 0.02
H -0.983876 -1.947373 -2.010447 -0.04 0.01 0.00
C 1.966431 -4.654261 -0.079911 -0.01 0.03 0.09
C -0.650879 6.116768 -0.193784 0.00 -0.07 0.01
H 0.876799 0.383577 6.520757 0.00 0.00 0.01
Cl 2.101093 2.580123 0.179540 0.16 0.13 0.03
H -1.065993 0.805700 5.083178 0.03 -0.03 -0.02
Cl 3.234012 5.492801 0.489888 0.02 0.00 0.00
C -2.634587 1.592893 -3.724475 0.02 0.06 -0.03
C -3.376746 1.898301 3.941087 0.06 0.02 -0.03
H 1.220843 -4.950646 -2.695242 -0.01 0.00 -0.04
C -1.138815 4.832510 -0.357873 -0.04 0.11 0.06
H -0.743904 2.675343 3.814562 0.03 0.00 0.01
C 4.441385 -3.232026 -1.611728 -0.05 0.04 -0.01
C 0.898179 -2.799450 -2.695746 0.03 0.01 0.06
P -1.758751 0.029004 2.309638 -0.19 -0.02 0.21
H 1.108473 -0.304401 -5.196803 -0.01 -0.01 -0.02
C -0.296955 3.680412 -0.325612 0.06 0.04 -0.06
H -1.766707 -2.886529 2.415080 0.01 -0.02 -0.01
C -2.407489 1.727305 2.772810 0.02 -0.05 -0.02
C -1.251542 2.730065 2.851902 -0.03 -0.06 -0.03
H -3.491809 -3.278502 2.480229 -0.01 -0.01 0.01
H -0.650906 -0.345254 -5.364454 0.00 -0.01 0.00
H -2.765924 0.538306 -3.506004 -0.02 -0.01 0.01
H -3.886840 -2.160659 4.649812 0.00 -0.01 0.01
H -2.822353 -2.382383 1.102462 0.01 -0.02 -0.01
```
Forces are in eV/Å.

- Maximum force: 0.016 Eh/bohr
- Charge: -1
- LUMO energy: 0.0766 Eh
- Frontier orbital gap: 5.890 eV



2.
Computed, not measured: C38H48AgBrN2O3SSi as an isolated structure, with ωB97M-V with the def2-TZVPD basis set.

Geometry as XYZ:
```
95
Properties=species:S:1:pos:R:3:forces:R:3
H -6.836987 -1.597975 -1.628272 -0.05 0.49 -0.64
S 1.524627 3.049182 -8.451768 0.07 -0.69 0.59
C -4.646596 0.460798 -2.074917 1.12 -1.64 2.46
C -0.758741 0.133972 6.497618 0.17 -1.73 2.20
H -6.455436 -0.426393 0.802760 -0.44 -0.07 0.19
C 0.388680 0.790786 2.366741 -1.33 -0.39 1.75
Br 4.112210 -2.467867 3.612327 -0.18 -0.41 0.20
H -6.878375 0.776532 -0.471725 -0.63 -0.33 -0.45
H -4.011805 -3.820117 -0.593704 -0.14 0.37 -0.12
C 9.258016 1.356126 0.723195 1.11 0.11 0.52
H 0.058579 4.743146 -6.759672 0.17 0.78 -0.42
H -3.208902 -2.384285 -2.799850 -0.06 -0.27 0.29
H -0.663602 2.464291 4.025598 -0.33 -0.32 0.52
C 3.869425 2.863529 -6.669615 -1.88 0.80 1.08
H -1.544802 -1.469614 2.583082 0.45 0.98 0.01
C -6.084590 0.273120 0.068405 1.45 2.38 1.16
H 10.531160 -0.388544 0.628192 -0.49 0.00 0.51
H -5.543797 0.743576 -2.585218 -0.30 0.31 -0.94
H 0.087311 -1.937660 6.229928 -0.25 0.36 0.30
C 8.585159 -0.793741 1.544990 0.47 -0.40 0.48
H -1.489687 -2.925460 -2.471719 -0.89 0.17 -0.24
H 4.384407 3.823140 -6.584497 0.01 -0.04 -0.05
H 10.035094 2.040416 0.313449 -0.76 -0.61 0.20
C 7.039350 1.033480 1.716696 3.56 -0.55 -0.85
H -0.354716 -1.535169 -0.834633 -0.08 0.05 -0.07
N 2.784246 0.033735 2.537124 -1.41 -2.13 1.29
H -2.376199 -2.916858 2.461753 -0.19 -0.39 0.23
H -4.999480 0.507524 2.455063 0.81 -0.26 -0.11
O -0.162205 1.870456 1.917859 0.26 0.45 -0.56
C -0.687127 2.379700 -2.948349 -0.08 -0.53 0.79
C 3.274129 2.851898 -8.072301 0.77 0.30 -0.18
H 0.115903 -0.135609 1.799151 0.54 0.06 0.22
C -0.349552 3.699838 -4.971950 -0.05 0.55 -0.17
C 0.143154 3.811819 -6.259947 -0.95 0.25 0.97
H 2.167327 1.789465 1.818397 0.03 0.05 -0.16
H -5.239810 -2.225080 -2.125477 0.18 -0.16 -0.64
C -2.388131 -2.300100 -0.665238 -0.49 -0.67 -1.31
H -4.795947 -3.160734 1.532290 0.30 0.00 0.13
C -0.587261 1.541863 4.627822 0.06 0.81 -1.17
C 8.042045 1.853918 1.145213 -1.18 -0.39 0.30
C -0.147260 -0.955301 5.823515 -0.37 1.22 0.02
Si -3.342113 -0.793798 0.174370 -0.06 0.25 -0.42
C -4.819421 -2.324778 2.237784 -1.52 -0.60 1.20
H 0.399446 0.475853 -4.332104 -0.10 0.02 -0.67
H 8.898904 -1.824849 1.694282 -0.58 -0.09 0.14
C -0.910642 -2.285318 -0.267293 -0.51 0.91 -0.79
C 6.270015 -1.209176 2.469858 1.97 -0.96 0.44
H -4.084581 1.295501 -1.613304 -0.45 -0.06 -0.68
H -2.819164 -1.797263 3.793821 0.51 -0.27 0.52
H -0.413727 -3.221213 -0.381623 0.26 -1.05 -0.29
C 9.576674 0.008059 1.004081 -0.72 0.96 -1.03
H -3.231634 0.697581 2.756408 0.36 0.35 -0.23
C 0.278184 1.356279 -4.970178 0.36 0.19 0.34
H 4.463410 0.865496 1.691244 -0.38 -0.70 0.33
C -0.995806 2.114517 -1.780268 0.28 0.29 -0.88
H -5.661793 1.198062 0.688526 -0.34 -1.96 -1.30
H -1.611786 2.185089 6.368734 0.80 -0.97 0.21
C -2.314442 -2.213766 -2.197207 1.70 1.35 -0.96
H 7.788650 2.894527 1.040879 0.15 0.32 -0.21
H -2.769343 -4.046836 0.563101 0.14 -0.12 0.81
C -2.938483 -3.699716 -0.438302 -0.58 -0.69 0.43
C 4.959125 -1.052341 2.699992 -1.14 0.71 -0.87
H 1.225452 0.757922 -6.904926 -0.08 -0.60 0.66
H -4.690627 -2.753757 3.295047 -0.27 0.38 -1.22
H -0.833672 -1.997789 0.725400 0.46 0.41 2.08
C -0.262529 2.479406 -4.296467 -0.16 0.05 0.33
O 0.739646 -1.807193 3.773283 -0.13 1.59 0.67
C -1.008650 1.354256 5.927565 -0.72 1.16 -0.19
H -2.497626 -4.477325 -1.072060 0.39 0.18 -0.26
C 0.659472 2.721247 -6.899717 1.17 0.52 -0.98
H -3.881428 -0.171875 -2.598160 -0.99 0.94 -0.27
O 4.040398 2.866353 -9.013549 -0.46 -0.16 0.05
H -0.761176 4.588967 -4.468455 0.20 -0.64 -0.20
C 7.310364 -0.313911 1.947146 -0.47 0.42 -1.05
H -5.946637 -2.512416 -0.595646 0.43 -0.38 1.00
H -1.885440 -1.219734 -2.542856 -0.60 -0.80 0.48
C -4.052437 0.002061 2.753153 -1.64 0.00 1.05
N 1.927157 0.937325 2.326630 -0.28 1.17 -0.81
C -3.744635 -1.280458 2.004206 0.69 -0.23 -0.17
H 3.131662 2.811184 -5.832356 0.34 0.13 -0.83
Ag -1.778982 1.005370 -0.127657 0.04 0.37 0.09
H 6.783449 -2.150736 2.761210 -0.99 0.43 0.09
H 4.577048 2.095356 -6.469939 0.62 -0.77 -0.41
C -0.020628 0.525006 3.920968 1.44 -0.95 -1.78
C -5.793855 -1.754866 -1.337375 -0.02 1.17 0.33
C 0.196552 -0.718804 4.514545 0.48 -1.24 -1.08
C 4.017712 0.005882 2.247665 2.82 1.05 -0.50
H -0.967392 -0.017672 7.583849 -0.15 0.12 -0.92
C -5.085095 -0.433859 -0.841859 0.66 -0.94 0.00
H 6.145725 1.419254 2.030794 -1.85 1.11 0.61
H -5.889363 -1.976697 2.201411 0.95 0.12 -0.03
H -4.245994 -0.268627 3.812589 0.16 0.08 -0.10
C -2.512824 -1.880385 2.758103 -0.92 -0.35 -0.99
C 0.750221 1.496874 -6.267552 -0.04 -0.35 -0.20
H 1.442844 -1.404077 3.219890 -0.22 -0.35 0.15
```
Forces are in eV/Å.

- Maximum force: 0.072 Eh/bohr
- Charge: -2
- LUMO energy: 0.1390 Eh
- Frontier orbital gap: 5.309 eV



3.
Computed, not measured: C38H48BaIN7O4 as an isolated structure, with ωB97M-V with the def2-TZVPD basis set.

Geometry as XYZ:
```
99
Properties=species:S:1:pos:R:3:forces:R:3
O -1.793208 -0.881138 2.038536 0.08 0.12 0.07
H -1.889582 0.173446 4.544697 0.00 0.01 0.00
C 2.604770 0.906458 4.944717 0.00 0.00 0.00
C 2.707381 1.043360 -0.111258 0.06 -0.06 -0.03
C -1.989045 1.794554 -6.067347 0.00 0.00 0.00
C 3.609708 1.477871 3.965893 0.00 -0.01 0.00
H 2.724013 -0.177374 5.006187 0.00 0.00 0.00
C -1.150111 -5.249554 0.205210 -0.01 0.00 0.02
C 1.214328 1.238943 4.448153 0.00 -0.01 0.00
H -1.414092 2.964172 0.049617 -0.03 0.00 -0.03
H -0.755430 1.545002 -7.828435 0.00 0.00 0.00
H -1.723485 3.583557 2.435345 0.00 0.00 0.00
H 3.195193 -1.266207 -2.459498 0.00 0.00 0.00
H -1.468644 2.250732 -1.464028 0.06 0.00 -0.10
H -1.208824 -7.295964 0.799197 0.00 0.00 0.00
H 2.377256 -5.178031 1.766633 0.00 0.00 0.00
H -4.936745 -3.371041 -0.795513 0.00 0.00 0.00
C -2.407193 2.759832 2.635925 0.00 0.00 0.02
C 2.315818 -1.847704 -2.756069 -0.02 -0.07 0.04
C 4.081273 0.591526 0.344288 -0.01 0.01 0.02
O -1.393116 0.489992 -2.757554 0.08 0.07 0.02
H -2.735385 2.394392 -6.575692 0.00 0.00 0.00
H -2.141369 -5.260220 -0.232868 0.00 0.00 0.00
C 0.275615 3.238888 -1.034955 0.00 -0.01 0.03
H 0.391350 2.433539 -3.023803 0.00 0.00 0.00
H 1.836454 -2.290310 1.643609 0.01 0.00 0.00
C 0.965923 -0.604054 -4.192560 0.00 0.03 0.00
H 0.451198 0.784945 5.081653 0.00 0.00 0.00
C -2.884442 -0.246182 2.678967 -0.03 -0.04 -0.02
C 0.041934 0.552447 -6.107004 0.01 0.00 0.00
H 2.771244 1.328297 5.936438 0.00 0.00 0.00
C 0.860922 3.077285 -2.290270 0.00 0.01 0.00
H 1.638526 -0.999360 -4.967699 0.00 0.00 0.00
H -1.901856 -2.441131 3.403828 0.00 -0.01 -0.01
C -0.077785 0.249190 -4.739430 -0.01 -0.04 0.00
C 2.653078 4.570670 -1.668457 0.00 0.00 0.00
H 1.021545 -3.284947 -1.803512 0.00 0.00 0.01
C -5.844206 -0.177997 -1.425127 0.00 0.01 -0.01
H 1.054534 -7.272121 1.817503 0.00 0.00 0.00
H 5.325664 0.919969 2.085544 0.00 0.00 0.00
C 0.880983 -4.061971 0.719661 0.00 -0.01 0.01
H -3.558390 -1.004582 3.100247 -0.01 0.00 -0.01
H -2.795683 2.373938 1.689122 -0.01 0.00 0.00
H -3.427599 0.281671 1.896455 0.01 0.01 -0.01
C -1.207359 0.730977 -4.008691 -0.01 -0.12 -0.04
C 2.066721 4.733722 -0.419097 0.00 0.00 0.00
C -0.427471 -4.036589 0.164371 0.05 -0.03 -0.06
H 2.565883 -2.397492 -3.671258 0.00 0.04 -0.03
I -4.490041 2.481164 -1.061972 0.00 0.00 0.01
H -3.016884 1.862601 -4.187607 0.00 0.00 0.00
H 2.739844 -3.659758 -1.685783 0.01 0.00 0.00
C 1.385569 -5.207112 1.326308 0.00 0.00 0.00
N -0.879506 2.525300 -0.684245 -0.01 0.01 0.05
N 1.190737 -0.939518 -2.980175 -0.01 -0.04 -0.01
C 0.649691 -6.380181 1.359110 0.00 0.00 0.00
C 2.039015 3.741188 -2.597031 -0.01 0.01 0.00
H 4.621090 1.150426 4.215214 0.00 0.00 0.00
C 2.010846 -2.845178 -1.644955 -0.01 -0.01 -0.02
O -1.681409 1.782983 3.354558 -0.01 -0.01 0.00
H -3.248868 3.134822 3.228911 0.00 0.01 0.00
C -5.956303 -1.556401 -1.361036 -0.01 0.00 0.00
N 2.126331 -2.205046 -0.331996 0.01 -0.02 -0.05
H 0.139997 0.870665 2.711357 0.00 0.01 0.00
N 3.330625 1.038223 2.608966 -0.01 0.01 -0.01
H 4.074553 -0.490853 0.489759 0.00 0.00 -0.01
C -0.620774 -6.385449 0.786091 0.00 0.00 0.00
H 4.838101 0.835509 -0.403307 0.00 0.00 0.00
N 1.684250 0.855519 0.909572 0.02 -0.02 0.03
H -3.388910 1.074339 4.284250 0.00 -0.01 0.00
C 0.890998 4.073934 -0.102423 0.01 0.00 0.00
H 2.477077 3.606717 -3.578261 0.00 0.00 0.00
Ba -0.331895 -0.462406 -0.681225 -0.33 0.21 0.36
H -0.454190 -1.402821 3.556869 -0.01 0.01 0.01
H 2.529068 5.380515 0.316656 0.00 0.00 0.00
O -0.922340 -2.942353 -0.333424 0.06 -0.02 0.01
C -1.155751 -1.858328 2.853844 -0.03 -0.06 -0.03
H -6.641526 0.440651 -1.809186 0.00 0.00 0.00
H 0.447744 4.190515 0.880742 0.00 0.00 0.00
H 4.514514 2.370101 1.484743 0.00 0.00 0.00
H 3.570488 5.088192 -1.915426 0.00 0.00 0.00
C -3.761606 -1.623516 -0.432646 -0.02 0.00 -0.04
C -0.879195 1.321240 -6.777913 0.00 0.00 0.00
C 1.660300 -2.801277 0.689743 0.09 0.02 -0.05
C -2.152963 1.504039 -4.735265 0.03 0.04 0.00
H 3.604281 2.576590 4.023387 0.00 0.00 0.00
C -2.480716 0.700004 3.793311 0.01 0.00 0.00
N 1.059932 0.713365 3.102965 -0.02 0.00 0.01
H 0.901051 0.160192 -6.642375 0.00 0.00 0.00
H 2.738698 2.092991 -0.417319 0.00 0.00 0.02
H -0.616812 -2.530757 2.192014 0.01 0.01 0.00
H -6.859781 -2.043739 -1.704176 0.00 0.00 0.00
H 2.423124 0.470245 -0.996097 -0.02 0.00 -0.10
N -3.636999 -0.289311 -0.496651 0.00 -0.02 0.00
H 1.055194 2.325152 4.482277 0.00 0.00 0.00
C -4.659267 0.388155 -0.978439 0.00 -0.04 -0.04
H -2.906128 -2.173945 -0.053707 0.00 0.00 0.00
C -4.897456 -2.292460 -0.856336 0.01 -0.01 0.00
C 4.394578 1.289977 1.649704 0.00 0.00 -0.01
C 2.041331 0.899687 2.146956 0.02 0.01 -0.01
```
Forces are in eV/Å.

- Maximum force: 0.010 Eh/bohr
- Charge: 0
- LUMO energy: 0.0108 Eh
- Frontier orbital gap: 7.358 eV
- ΔE to the lowest compared entry with this formula, charge and spin: 0.00 kcal per mole